Entry 1:
The following is a quantum chemistry calculation of a 4-piece molecular cluster, C16H32O8S4 overall in a non-equilibrium geometry, from the OMol25 dataset.

Calculated values
Orbital gap   10.260 eV
LUMO   0.020 Eh
HOMO energy   -0.3570 Eh
E_tot   -2823.3394 Eh
SMILES   O=S1(=O)CCCC1.O=S1(=O)CCCC1.O=S1(=O)CCCC1.O=S1(=O)CCCC1

Atoms and positions in Å:
O 5.0099 -2.3299 -0.8047
S 5.7900 -2.6564 0.3863
O 5.2623 -2.2445 1.7235
C 6.3222 -4.3750 0.2371
C 7.8760 -4.3742 -0.0819
C 8.2999 -3.0901 -0.8118
C 7.5642 -1.9695 0.0976
H 5.7772 -4.9662 -0.4988
H 6.0502 -4.7055 1.2395
H 8.4419 -4.3706 0.8497
H 8.0804 -5.2139 -0.7461
H 7.8308 -3.0914 -1.7957
H 9.3785 -2.9327 -0.8072
H 7.7438 -0.9914 -0.3486
H 7.8448 -1.9824 1.1508
O -1.8180 4.3471 1.3406
S -2.2798 4.2693 -0.0539
O -1.3329 3.7825 -1.0494
C -3.7878 3.2972 -0.0688
C -5.1238 4.1871 -0.1922
C -4.5960 5.2005 -1.2084
C -3.2327 5.8212 -0.6610
H -3.5946 2.5397 0.6908
H -3.7867 2.7432 -1.0075
H -6.0095 3.7574 -0.6603
H -5.3199 4.6754 0.7624
H -5.1972 6.0539 -1.5220
H -4.3870 4.7383 -2.1732
H -3.6535 6.3228 0.2105
H -2.6159 6.4234 -1.3281
O -6.0134 -4.0858 -1.0654
S -5.8535 -2.7071 -1.3954
O -6.8468 -1.9125 -2.0862
C -5.1788 -1.8094 0.0545
C -3.8002 -1.1755 -0.4449
C -3.5514 -1.3538 -1.9833
C -4.3170 -2.6107 -2.3781
H -4.8775 -2.6199 0.7182
H -5.9227 -1.0984 0.4140
H -3.6564 -0.1206 -0.2113
H -2.9630 -1.5981 0.1106
H -2.4683 -1.3215 -2.1012
H -3.8631 -0.5082 -2.5965
H -3.9728 -3.5302 -1.9048
H -4.5140 -2.9172 -3.4054
O -0.1435 -0.7181 -0.0320
S 0.9320 0.2555 0.2098
O 1.5498 0.9782 -0.9273
C 0.2073 1.6257 1.2684
C 0.5061 1.1715 2.7089
C 1.9157 0.7193 2.6608
C 2.1548 -0.2370 1.5398
H -0.8413 1.6807 0.9759
H 0.5760 2.5900 0.9189
H 0.5281 1.8422 3.5678
H -0.0160 0.3389 3.1802
H 2.1840 0.2736 3.6187
H 2.6073 1.5553 2.7661
H 1.9726 -1.2524 1.8919
H 3.1291 -0.3193 1.0581

Entry 2:
The following is a quantum chemistry calculation of C16H33ClN3NaO6 as an isolated structure in a non-equilibrium geometry, from the OMol25 dataset.

Calculated values
Orbital gap   7.645 eV
LUMO   0.003 Eh
HOMO energy   -0.2780 Eh
E_tot   -1867.5963 Eh

Atoms and positions in Å:
Na -0.2203 0.0539 -0.2910
C 2.9476 1.5697 -0.7764
C 2.4630 0.8463 -2.0606
O 1.5600 -0.2429 -1.8334
C 1.8837 -1.5914 -1.7325
C 2.6833 -2.0070 -0.5371
O 1.8979 -1.6901 0.6050
C 2.6187 -1.3556 1.7539
C 1.7498 -0.8800 2.8426
O 0.9640 0.2718 2.5490
C 1.4738 1.5861 2.5323
C 2.4083 1.8594 1.4126
O 1.9300 1.4632 0.2146
H 3.1540 2.6252 -0.9420
H 3.8672 1.0498 -0.4721
H 3.4147 0.4531 -2.3712
H 2.0158 1.3891 -2.8391
H 2.2821 -1.9935 -2.6131
H 0.9514 -2.1209 -1.7566
H 3.6499 -1.4607 -0.4324
H 2.8687 -3.0796 -0.6762
H 3.3554 -0.5691 1.4910
H 3.1784 -2.2094 2.1202
H 2.3995 -0.6621 3.7184
H 1.0768 -1.6939 2.9853
H 1.9052 1.7543 3.4671
H 0.5558 2.1250 2.3964
H 3.4043 1.4231 1.6864
H 2.6571 2.9229 1.3270
C -2.1030 -2.9907 -0.1243
C -2.2023 -2.2972 -1.5619
N -1.7823 -0.9503 -1.6908
C -2.9097 -0.0517 -1.8943
C -3.5960 0.2221 -0.5298
N -2.5574 0.5887 0.3704
C -2.5589 0.0559 1.7112
C -2.5568 -1.4343 1.8071
N -1.5234 -2.1197 0.9254
H -1.4936 -3.8644 -0.2665
H -3.1595 -3.4119 0.1145
H -3.2493 -2.4348 -1.9405
H -1.6699 -2.8645 -2.3327
H -1.1060 -0.8015 -2.4702
H -3.5443 -0.6237 -2.6087
H -2.5867 0.8492 -2.4169
H -4.1923 -0.6656 -0.1913
H -4.3870 0.9827 -0.5455
H -2.1347 1.5618 0.3530
H -3.4071 0.4187 2.3369
H -1.5570 0.3512 2.1436
H -3.5362 -1.8711 1.5723
H -2.3199 -1.7579 2.8050
H -0.9209 -2.7436 1.4493
Cl 1.0718 4.7141 -1.8784
C -0.6388 4.3088 -1.5351
C -0.7326 2.8868 -0.8347
O -1.1376 2.8035 0.3402
O -0.3696 1.9395 -1.5826
H -1.1613 4.3657 -2.5115
H -1.0739 4.9978 -0.7813

Entry 3:
The following is a quantum chemistry calculation of a 3-piece molecular cluster, C16H33FNO6S overall, from the OMol25 dataset.

Calculated values
Orbital gap   5.332 eV
LUMO   0.095 Eh
HOMO energy   -0.1011 Eh
E_tot   -1633.5214 Eh
Net charge   -1

Atoms and positions in Å:
F 5.3881 0.7372 -0.1471
C 4.3133 1.2055 -0.9199
C 3.6395 0.0829 -1.6779
C 2.7678 -0.8174 -0.8082
N 1.5535 0.1255 -0.2183
C 0.8986 0.6272 -1.0775
S 0.1102 1.5005 -2.1790
H 3.6092 1.6937 -0.2429
H 4.7219 1.9568 -1.6013
H 3.1388 0.5302 -2.5562
H 4.4323 -0.5662 -2.0644
H 2.2532 -1.5104 -1.4890
C -0.9786 -2.3799 -1.0745
O -2.1339 -2.8032 -1.7779
C -2.8553 -1.7042 -2.3057
C -3.7421 -2.1530 -3.4444
O -3.0554 -2.3234 -4.6766
C -2.2829 -3.5016 -4.8142
C -3.0937 -4.7221 -5.1862
O -3.7575 -5.2613 -4.0569
C -4.8082 -6.1212 -4.4165
H -1.2411 -1.7298 -0.2332
H -0.4775 -3.2678 -0.6944
H -0.2926 -1.8421 -1.7358
H -2.1633 -0.9323 -2.6627
H -3.4830 -1.2695 -1.5138
H -4.4672 -1.3585 -3.6346
H -4.2924 -3.0572 -3.1709
H -1.6817 -3.6911 -3.9225
H -1.6023 -3.2997 -5.6447
H -2.4200 -5.4848 -5.6038
H -3.8257 -4.4445 -5.9560
H -5.5718 -5.5921 -5.0001
H -5.2609 -6.4898 -3.4977
H -4.4454 -6.9767 -5.0009
C 1.1197 6.5215 4.8322
O 1.5094 5.1725 4.8080
C 0.9292 4.4228 5.8589
C 0.9690 2.9401 5.5604
O -0.0472 2.5063 4.6791
C 0.1859 2.7263 3.2884
C 1.1348 1.7375 2.6572
O 2.4824 2.0534 2.9680
C 3.3304 0.9353 2.7505
H 1.4238 7.0115 5.7667
H 1.6092 7.0196 3.9973
H 0.0336 6.6224 4.7160
H -0.1148 4.7277 6.0094
H 1.4876 4.6172 6.7873
H 0.7737 2.4179 6.5012
H 1.9591 2.6441 5.2049
H 0.5173 3.7512 3.1057
H -0.7895 2.5964 2.8158
H 1.0085 1.7518 1.5711
H 0.8961 0.7280 3.0147
H 3.0579 0.1105 3.4209
H 4.3485 1.2510 2.9732
H 3.2817 0.5753 1.7191

Entry 4:
The following is a quantum chemistry calculation of C16H33NO2P2Sn as an isolated structure in a non-equilibrium geometry, from the OMol25 dataset.

Calculated values
Orbital gap   5.314 eV
LUMO   0.004 Eh
HOMO energy   -0.1916 Eh
E_tot   -1731.5531 Eh

Atoms and positions in Å:
Sn -0.0261 -0.2250 0.5198
P 3.1225 0.0181 0.0053
P -2.6866 0.0605 0.4552
N 0.0520 0.3131 -1.4677
H 1.7063 0.3136 0.3722
C 3.1777 -1.5608 -0.8548
H 4.2270 -1.8417 -1.0363
H 2.6522 -1.4769 -1.8185
H 2.6923 -2.3531 -0.2628
C 4.0640 0.0651 1.5248
H 5.1389 0.1031 1.2889
H 3.8529 -0.8205 2.1411
H 3.7902 0.9655 2.0933
C 3.6467 1.3534 -1.0628
H 4.7386 1.4577 -1.0136
H 3.1750 2.2908 -0.7234
H 3.3363 1.1654 -2.1006
C -3.6654 -1.1519 -0.4777
H -4.7439 -0.9694 -0.3327
H -3.4063 -2.1647 -0.1472
H -3.4182 -1.0535 -1.5445
C -3.4566 0.1985 2.1075
H -4.5043 0.5094 1.9981
H -2.9158 0.9414 2.7146
H -3.4185 -0.7762 2.6147
C -3.0151 1.6829 -0.3271
H -4.0592 1.9857 -0.1510
H -2.8300 1.6202 -1.4094
H -2.3364 2.4334 0.0995
C 0.0328 1.3264 -2.3100
C -0.0227 2.0381 -4.6608
C -0.0392 1.0268 -3.7195
C 0.0752 2.7198 -1.9239
C 0.0775 3.7121 -2.8884
C 0.0411 3.3849 -4.2538
H -0.0589 1.7848 -5.7206
H -0.0993 -0.0307 -3.9877
H 0.1053 2.9356 -0.8542
H 0.1083 4.7578 -2.5802
H 0.0577 4.1801 -5.0044
C -1.0184 -3.7607 1.5243
O -1.9353 -3.7305 0.7029
C 0.3380 -4.3247 1.1717
H 1.0153 -4.3090 2.0272
H 0.7781 -3.7681 0.3330
H 0.1959 -5.3579 0.8398
C -1.1886 -3.2155 2.9365
H -2.1609 -3.5069 3.3338
H -1.1580 -2.1141 2.9222
H -0.4008 -3.5972 3.5939
C 0.0689 1.3382 3.1068
O -0.0514 1.4713 1.6875
H -0.9032 1.3160 3.6102
H 0.6271 2.2080 3.4723
H 0.6248 0.4316 3.4365

Entry 5:
The following is a quantum chemistry calculation of a 2-piece molecular cluster, C16H33NO3S overall in a non-equilibrium geometry, from the OMol25 dataset.

Calculated values
Orbital gap   9.011 eV
LUMO   0.025 Eh
HOMO energy   -0.3061 Eh
E_tot   -1307.7034 Eh
SMILES   C#CCCCCO[C@H](COC)CSCC.COC[C@@H](C)N

Atoms and positions in Å:
C 1.3599 1.4789 2.3606
C 0.8805 0.1385 2.2724
C -0.0648 -1.1972 2.1455
C -1.2644 -1.0964 1.0331
C -2.3681 0.0852 1.3015
C -1.7976 1.4937 0.6795
O -2.5857 2.0459 -0.4338
C -1.8867 3.3240 -0.7949
C -2.9009 4.5731 -0.4803
O -2.2425 5.8374 -0.1170
C -1.6847 5.8100 1.2439
C -1.3075 3.3004 -2.3510
S -0.2896 4.8500 -2.6144
C 0.9131 4.6835 -4.0405
C 2.4406 4.6690 -3.3603
H 1.9193 2.5244 2.4964
H -0.5167 -1.4659 3.1909
H 0.6554 -2.0748 1.7758
H -0.8752 -0.9926 -0.0803
H -1.8590 -2.1298 1.0852
H -3.3637 -0.2445 0.7319
H -2.6835 0.1591 2.4489
H -0.7221 1.2406 0.2273
H -1.6750 2.2378 1.5980
H -0.9314 3.3897 -0.1002
H -3.6115 4.8251 -1.4044
H -3.6192 4.2764 0.4025
H -2.4972 5.8080 2.1019
H -1.0147 6.7927 1.3475
H -0.9607 4.9113 1.4640
H -0.5490 2.3798 -2.3976
H -2.1372 3.1023 -3.1553
H 0.8056 5.6816 -4.6861
H 0.7217 3.7082 -4.6621
H 2.7669 3.5350 -3.2404
H 3.1469 5.2618 -4.0846
H 2.3445 5.2306 -2.3377
C 0.4637 -4.3971 -0.3839
O 0.6582 -4.5517 1.0134
C 0.7586 -5.9121 1.4481
C 2.1600 -6.5377 1.2630
C 2.4666 -6.9302 -0.1797
N 3.2189 -5.6415 1.7506
H -0.1482 -5.1982 -0.8087
H 1.4289 -4.3419 -0.8903
H -0.0484 -3.4455 -0.5505
H 0.5383 -5.8925 2.5220
H -0.0230 -6.5261 0.9845
H 2.1888 -7.4578 1.8594
H 2.7089 -6.0699 -0.8089
H 3.3325 -7.6019 -0.2152
H 1.6199 -7.4573 -0.6315
H 3.0656 -5.4652 2.7440
H 3.0648 -4.7264 1.3173

Entry 6:
The following is a quantum chemistry calculation of a 4-piece molecular cluster, C16H34BCl2FNO3S overall in a non-equilibrium geometry, from the OMol25 dataset.

Calculated values
Orbital gap   2.635 eV
LUMO   0.032 Eh
HOMO energy   -0.0644 Eh
E_tot   -2353.4937 Eh
Net charge   -1

Atoms and positions in Å:
C -2.7343 1.8325 -0.6669
C -2.2762 1.5348 -1.8743
C -1.7472 0.8422 -3.2172
C -1.6449 -0.7927 -3.0931
C -0.5536 -1.2456 -1.9443
S 1.1201 -0.9575 -2.6808
O 2.2210 -0.1855 -1.6908
C 1.8145 -0.0144 -0.3116
C 1.9739 -1.3645 0.6124
C 3.5528 -1.3677 1.0742
C 1.0807 -1.2936 1.9772
C 1.2205 -2.7744 2.6867
C -0.5217 -1.1343 1.6749
B 1.8297 -2.7225 -2.8636
N 3.2395 -3.0935 -2.5222
O 0.9390 -3.7728 -3.3230
H -2.9022 2.0673 0.4521
H -2.5472 1.0560 -4.0376
H -0.7425 1.2746 -3.5655
H -1.2559 -1.1473 -4.1277
H -2.6831 -1.2530 -2.9200
H -0.8255 -0.6312 -1.0176
H -0.7755 -2.3778 -1.7658
H 0.7974 0.5199 -0.1557
H 2.5911 0.7260 0.1541
H 1.6557 -2.3293 0.0762
H 4.0306 -2.4130 1.0490
H 3.6940 -0.9391 2.1413
H 4.2062 -0.6879 0.3851
H 1.4520 -0.5011 2.7206
H 2.0178 -3.3837 2.1237
H 0.2263 -3.3824 2.6039
H 1.5714 -2.6968 3.7911
H -0.7749 -0.0606 1.3544
H -1.1084 -1.5218 2.5820
H -0.7252 -1.8313 0.7631
H 3.4792 -3.9714 -3.0433
H 3.2595 -3.4035 -1.5206
H 0.7286 -4.3216 -2.5152
F 0.4492 1.7501 -1.5266
Cl 0.1821 -1.0497 8.1694
C 1.1936 -2.3669 7.5252
C 2.5705 -1.8822 7.1125
Cl 2.5099 -0.8292 5.6774
H 0.6610 -2.8247 6.6884
H 1.2851 -3.1122 8.3188
H 3.2012 -2.7355 6.8523
H 3.0602 -1.3300 7.9176
C -4.8658 5.8956 -3.0151
C -3.5859 5.0372 -3.0242
C -2.4480 5.8358 -3.6888
O -3.8193 3.9543 -3.7661
H -5.1863 6.1773 -4.0255
H -5.6968 5.3681 -2.5330
H -4.7000 6.8262 -2.4539
H -3.2932 4.9200 -1.9639
H -2.6835 6.1155 -4.7230
H -1.5127 5.2650 -3.6990
H -2.2570 6.7658 -3.1347

Entry 7:
The following is a quantum chemistry calculation of C16H34BiBr2N6O3P2S6 as an isolated structure, from the OMol25 dataset.

Calculated values
Orbital gap   7.505 eV
LUMO   -0.081 Eh
HOMO energy   -0.3564 Eh
E_tot   -9618.8764 Eh
Net charge   +1

Atoms and positions in Å:
Bi 0.9420 -0.2542 -0.2150
S -0.5457 -7.0813 -2.7707
C -0.2887 -5.5741 -2.2160
S -0.2560 -4.1618 -3.2275
C 0.1316 -2.9906 -1.9835
C 0.2422 -3.4747 -0.7334
S 0.6383 -2.5751 0.7149
S -0.0104 -5.1965 -0.5404
S 0.3292 -1.3282 -2.4844
C 0.2594 3.3586 4.0987
N 1.0655 2.2324 3.6381
C 2.4896 2.3558 3.9564
P 0.5313 0.6949 3.4275
O 1.2040 -0.0443 2.3305
O -1.0318 0.9867 3.1329
P -1.9682 0.3406 1.9720
O -1.3105 0.3461 0.6390
N -3.2944 1.2764 1.9446
C -4.2388 1.2934 3.0526
C -3.5927 2.1987 0.8535
N -2.2307 -1.1706 2.5412
C -2.8433 -2.1303 1.6202
C -2.4019 -1.5205 3.9462
N 0.6061 -0.1740 4.8055
C 1.2212 -1.4940 4.8829
C 0.2956 0.4597 6.0803
H 0.3121 3.4771 5.1854
H -0.7775 3.2347 3.7994
H 0.6392 4.2725 3.6392
H 2.6516 2.4658 5.0327
H 2.8969 3.2326 3.4511
H 3.0348 1.4819 3.6008
H -3.8673 0.7100 3.8935
H -5.2070 0.8874 2.7508
H -4.3867 2.3171 3.4032
H -2.8043 2.1602 0.1071
H -3.6743 3.2186 1.2367
H -4.5394 1.9262 0.3824
H -2.6201 -1.8571 0.5910
H -3.9273 -2.1817 1.7581
H -2.4167 -3.1161 1.8091
H -1.9243 -0.7870 4.5906
H -1.9301 -2.4880 4.1288
H -3.4596 -1.6020 4.2145
H 1.3247 -1.9125 3.8860
H 0.5879 -2.1522 5.4813
H 2.2073 -1.4408 5.3512
H -0.3357 1.3360 5.9340
H 1.1994 0.7663 6.6143
H -0.2562 -0.2382 6.7126
Br -0.2222 2.4344 -2.2911
C 0.6002 3.8239 -1.2414
Br 0.8101 3.3418 0.6115
H -0.0361 4.6971 -1.2935
H 1.5827 4.0136 -1.6516
C 3.7785 -0.9745 -3.7185
N 3.6872 -2.0778 -2.7893
C 3.6067 -3.4615 -3.2628
C 3.4476 -4.2724 -1.9634
N 3.6006 -3.2386 -0.9410
C 3.6561 -2.0129 -1.4672
S 3.7066 -0.5852 -0.5135
H 4.6606 -1.0943 -4.3487
H 3.8587 -0.0468 -3.1596
H 2.8850 -0.9469 -4.3431
H 4.5132 -3.7195 -3.8121
H 2.7509 -3.5754 -3.9296
H 4.2118 -5.0393 -1.8571
H 2.4661 -4.7409 -1.8942
H 3.3696 -3.3600 0.0318

Entry 8:
The following is a quantum chemistry calculation of a 9-piece molecular cluster, C16H34Br14N2O4 overall in a non-equilibrium geometry, from the OMol25 dataset.

Calculated values
Orbital gap   9.250 eV
LUMO   -0.012 Eh
HOMO energy   -0.3521 Eh
E_tot   -37076.4861 Eh
SMILES   C[N+](=O)[O-].C[N+](=O)[O-].BrCCBr.BrCCBr.BrCCBr.BrCCBr.BrCCBr.BrCCBr.BrCCBr

Atoms and positions in Å:
C -0.7344 4.6391 0.7569
N -1.6268 3.5397 1.2023
O -2.5784 3.2028 0.5533
O -1.3230 2.9510 2.2297
H -0.7711 5.4196 1.5169
H -1.2994 4.9842 -0.1089
H 0.2137 4.1841 0.4705
C 1.1601 -4.3308 -3.6466
N 0.7246 -3.3714 -2.6368
O 1.3041 -3.3200 -1.5464
O -0.3520 -2.7934 -2.8178
H 1.5164 -5.2325 -3.1485
H 1.7829 -3.7727 -4.3456
H 0.2638 -4.6076 -4.2017
Br 3.4999 0.1862 4.2122
C 2.0978 1.4998 3.8720
C 2.2826 2.6212 4.9642
Br 1.2951 4.2637 4.6083
H 1.0710 1.1353 3.9032
H 2.1485 1.7820 2.8204
H 3.3303 2.9216 4.9546
H 1.9187 2.2934 5.9379
Br 3.4914 -3.0531 2.9542
C 4.3160 -2.1993 1.4124
C 3.3692 -1.2218 0.7075
Br 4.1557 -0.7939 -1.0302
H 4.5910 -2.9634 0.6853
H 5.1848 -1.7306 1.8745
H 3.0785 -0.3778 1.3331
H 2.3904 -1.6618 0.5168
Br 0.0253 3.9944 -2.8713
C -0.3286 2.4144 -3.9876
C 0.8547 1.4685 -3.8812
Br 0.7285 -0.2010 -5.0352
H -0.5711 2.7682 -4.9897
H -1.2403 1.8706 -3.7403
H 1.0113 1.2303 -2.8292
H 1.7947 1.9552 -4.1410
Br -4.7885 -0.4476 -4.8298
C -3.2008 -1.6028 -4.9013
C -3.6793 -2.9376 -4.3445
Br -4.3437 -2.7189 -2.4501
H -2.4867 -1.0832 -4.2625
H -2.8409 -1.5305 -5.9276
H -2.8615 -3.6569 -4.3882
H -4.5088 -3.3637 -4.9089
Br -6.4977 -4.0665 5.6612
C -6.0849 -2.7912 4.1284
C -4.6411 -2.8789 3.8437
Br -4.1323 -1.9720 2.1520
H -6.3407 -1.7815 4.4496
H -6.7403 -3.2104 3.3649
H -4.2350 -3.8904 3.8465
H -4.0575 -2.3324 4.5846
Br -1.9854 0.0386 -1.5634
C -1.3453 -1.0665 -0.0652
C -1.0595 -0.1397 1.1822
Br -0.5295 -1.0787 2.8555
H -0.4282 -1.6042 -0.3057
H -2.0257 -1.8833 0.1758
H -1.9349 0.4849 1.3602
H -0.2577 0.5785 1.0112
Br 3.9226 5.0408 1.6217
C 4.4750 3.2236 0.9701
C 3.8019 2.9064 -0.3366
Br 1.9452 2.1155 -0.1962
H 4.4153 2.5605 1.8332
H 5.5394 3.4151 0.8345
H 4.4533 2.2368 -0.8981
H 3.6776 3.7418 -1.0256

- The lowest orbital gap belongs to which entry?
  C16H34BCl2FNO3S